Below is a single C26H30N4O2 molecule at a distorted geometry, with properties calculated with ωB97M-V with the def2-TZVPD basis set.

Energy relative to the best compared isomer or geometry (same formula, charge and spin) ... 230.89 kJ/mol
E_HOMO ... -7.58 eV
HOMO-LUMO gap ... 8.1765 eV
LUMO level ... 0.60 eV
Net charge ... 0

Element x y z (Å)
C 5.06437 4.77978 0.53613
C 4.74493 3.32859 0.34990
C 3.83542 2.91496 -0.61555
C 3.55840 1.57421 -0.80480
C 4.18968 0.61604 -0.02078
N 3.91302 -0.75259 -0.21251
C 4.84799 -1.70702 -0.55246
C 6.27965 -1.37368 -0.78585
C 4.20365 -2.90313 -0.66006
C 2.82692 -2.68506 -0.37080
C 1.82572 -3.70378 -0.35009
N 0.59084 -3.45845 -0.14206
N -0.27617 -4.48905 -0.12547
C -1.60789 -4.39090 0.15248
O -2.27369 -5.40535 0.25980
C -2.17365 -3.02826 0.32012
C -1.78027 -1.94462 -0.45935
C -2.37205 -0.71078 -0.27392
C -3.36550 -0.53259 0.68225
C -3.98734 0.82570 0.87048
N -4.32500 1.41155 -0.41721
C -5.36950 0.69739 -1.13610
C -6.77451 1.00734 -0.60350
O -7.03145 2.39726 -0.60719
C -6.06722 3.09436 0.15300
C -4.65137 2.82619 -0.37424
C -3.76918 -1.62063 1.44435
C -3.18381 -2.85879 1.26181
C 2.68302 -1.33106 -0.10462
C 1.46851 -0.57821 0.29450
C 5.09717 1.01909 0.95211
C 5.37016 2.36168 1.12899
H 5.23528 5.00686 1.58607
H 5.97161 5.03405 -0.01295
H 4.25779 5.40698 0.16485
H 3.33974 3.65152 -1.23112
H 2.85910 1.26278 -1.56558
H 6.84132 -1.34672 0.14877
H 6.37681 -0.40130 -1.26676
H 6.72758 -2.13074 -1.42449
H 4.65033 -3.84226 -0.92128
H 2.17945 -4.72938 -0.52343
H 0.08031 -5.44350 -0.23938
H -1.01875 -2.07217 -1.21137
H -2.08208 0.13350 -0.88051
H -3.25034 1.48722 1.34029
H -4.84460 0.74226 1.55789
H -5.17323 -0.37420 -1.07861
H -5.31335 1.01139 -2.18320
H -7.53614 0.55765 -1.24211
H -6.88971 0.61109 0.41755
H -6.31971 4.15241 0.06479
H -6.13964 2.79807 1.21169
H -3.91598 3.34993 0.23955
H -4.58553 3.20234 -1.40057
H -4.54956 -1.50068 2.18293
H -3.50177 -3.71116 1.84318
H 0.95314 -0.17272 -0.57609
H 1.72526 0.24840 0.95538
H 0.78006 -1.25585 0.79233
H 5.57572 0.27845 1.57455
H 6.07607 2.66559 1.88833

Mulliken population analysis, charges in e, atoms 1 to 2:
1 C -1.451
2 C 0.978

Below is a molecular structure, C52H43Cl4N5O5Ti, with properties calculated with ωB97M-V with the def2-TZVPD basis set.

E_HOMO ... -12.22 eV
HOMO-LUMO gap ... 5.7919 eV
LUMO level ... -6.42 eV
Net charge ... +2

Element x y z (Å)
Ti -0.25516 0.00007 0.01091
Cl 9.31303 -0.67808 -0.73950
C 7.60335 -0.62473 -0.56531
C 6.96323 -1.56044 0.23560
C 5.58794 -1.51470 0.38224
C 4.83087 -0.54271 -0.27077
C 5.49373 0.38075 -1.08669
C 6.86806 0.34731 -1.22959
C 3.36063 -0.42010 -0.13753
C 2.76086 -0.25423 1.10171
C 3.45644 -0.36325 2.34857
C 2.52770 -0.29223 3.33064
C 1.27044 -0.04344 2.69206
C 0.15361 0.41196 3.39138
C 0.20051 0.41195 4.88020
C 0.06799 -0.74834 5.63356
C 0.14792 -0.71636 7.01612
C 0.37968 0.48924 7.66125
Cl 0.48983 0.53372 9.37715
C 0.52718 1.65910 6.92678
C 0.43166 1.61559 5.54802
C -0.86443 1.10178 2.75011
N -0.93725 1.32701 1.38607
C -1.93176 2.27066 1.23180
C -2.33639 2.84546 0.03461
C -3.26342 3.99939 0.09976
C -4.53348 3.96378 -0.47521
C -5.37586 5.05803 -0.39454
C -4.95070 6.21009 0.25292
Cl -5.99897 7.56942 0.34881
C -3.68922 6.26411 0.83120
C -2.85971 5.16024 0.76189
C -1.91964 2.35047 -1.19850
C -2.40854 2.82724 -2.45320
C -1.87148 2.03703 -3.41204
C -0.99603 1.12076 -2.75419
N -1.03688 1.30859 -1.39039
C -0.08340 0.32555 -3.44516
C 1.00352 -0.24329 -2.78904
C 2.10688 -0.85941 -3.45559
C 3.10619 -0.96115 -2.54424
C 2.59370 -0.46699 -1.30386
N 1.27457 -0.10239 -1.43687
C -0.16113 0.27327 -4.92688
C -1.26910 -0.26445 -5.57981
C -1.34095 -0.28271 -6.96166
C -0.30509 0.25467 -7.71297
Cl -0.39796 0.23950 -9.42930
C 0.79735 0.81406 -7.08113
C 0.86560 0.81992 -5.69993
C -2.53582 2.56419 2.49496
C -1.89746 1.81915 3.42735
N 1.41324 -0.05310 1.32180
H 7.54368 -2.32152 0.73877
H 5.10216 -2.26996 0.98724
H 4.92311 1.15310 -1.58579
H 7.37013 1.07481 -1.85256
H 4.52302 -0.45040 2.45547
H 2.68417 -0.32812 4.39630
H -0.11573 -1.70087 5.14635
H 0.02675 -1.61741 7.60193
H 0.71580 2.59400 7.43646
H 0.55774 2.52122 4.96760
H -4.87716 3.05782 -0.95941
H -6.36506 5.01472 -0.82935
H -3.36483 7.16621 1.33132
H -1.87320 5.19566 1.20765
H -3.06871 3.66594 -2.58576
H -2.00783 2.09407 -4.47839
H 2.11846 -1.15543 -4.49065
H 4.09805 -1.35579 -2.68731
H -2.08452 -0.68946 -5.00660
H -2.20352 -0.70407 -7.45955
H 1.59031 1.25338 -7.67081
H 1.71430 1.28150 -5.21189
H -3.36627 3.23526 2.63496
H -2.09663 1.76551 4.48392
C 2.45093 -3.94824 0.29693
O 1.04305 -3.74199 0.41517
C 0.29540 -4.23276 -0.69437
C 0.17130 -3.21722 -1.81956
O -0.72329 -2.14613 -1.49091
C -1.95133 -2.16785 -2.21868
C -3.10956 -1.80781 -1.32445
O -2.88834 -0.55623 -0.70189
C -4.12448 -0.06613 -0.17250
H 2.68214 -5.01618 0.28691
H 2.91341 -3.47641 1.16220
H 2.84822 -3.48503 -0.60770
H -0.69879 -4.48950 -0.32256
H 0.76716 -5.14356 -1.07515
H -0.19160 -3.72923 -2.71163
H 1.15118 -2.79709 -2.04901
H -2.14007 -3.16246 -2.62659
H -1.88885 -1.46027 -3.04759
H -3.26721 -2.57834 -0.55779
H -4.00760 -1.75394 -1.94912
H -3.92020 0.84814 0.37065
H -4.56434 -0.79036 0.51388
H -4.82125 0.13279 -0.99154
N -0.08475 -3.33291 2.85231
C -1.51602 -2.90831 2.85735
C -1.71379 -1.67789 1.96070
O -2.69523 -1.00016 2.12486
O -0.76210 -1.51273 1.09229
H 0.46832 -2.70338 3.43481
H 0.31589 -3.28370 1.87115
H 0.03130 -4.28297 3.19941
H -1.84685 -2.65535 3.86120
H -2.14268 -3.71888 2.48785

Mulliken population analysis, charges in e, atoms 1 to 2:
1 Ti -1.393
2 Cl -0.171

Below is 4 unconnected molecules or ions with the total composition C2H12N2O3 at a distorted geometry, with properties calculated with ωB97M-V with the def2-TZVPD basis set.

Energy relative to the best compared isomer or geometry (same formula, charge and spin) ... 147.60 kJ/mol
E_HOMO ... -7.25 eV
HOMO-LUMO gap ... 7.7305 eV
LUMO level ... 0.48 eV
Net charge ... 0

Element x y z (Å)
N 1.37090 -0.72475 1.88171
C 0.94517 -1.49470 0.78127
C 0.75111 -1.09463 -0.49554
N 0.14520 -1.92150 -1.42891
H 1.91315 -1.26749 2.53351
H 1.43109 0.27169 1.73586
H 0.80161 -2.57350 1.03681
H 1.06224 -0.12503 -0.84334
H 0.60356 -2.01282 -2.33433
H -0.20843 -2.82680 -1.19528
O -2.56533 -0.47590 1.22779
H -1.60069 -0.35361 1.28264
H -2.49827 -0.38889 0.26127
O -0.75746 2.57167 -2.18882
H -0.57379 1.94699 -1.47618
H -0.00460 2.37094 -2.79253
O -0.26024 2.36176 0.54019
H -1.03810 2.93916 0.50752
H 0.48290 2.79741 0.96636

Mulliken population analysis, charges in e, atoms 1 to 2:
1 N -0.397
2 C -0.296

Below is a single C2ClNO3 molecule at a distorted geometry, with properties calculated with ωB97M-V with the def2-TZVPD basis set.

Energy relative to the best compared isomer or geometry (same formula, charge and spin) ... 17.04 kJ/mol
E_HOMO ... -11.30 eV
HOMO-LUMO gap ... 10.8604 eV
LUMO level ... -0.44 eV
Net charge ... 0

Element x y z (Å)
O 2.79908 0.90391 0.09752
C 1.85227 0.28710 -0.08361
N 0.93650 -0.48993 -0.16349
C -0.48007 -0.46984 -0.05454
O -1.03510 -1.49464 0.04562
O -1.21482 0.77637 -0.00966
Cl -2.85784 0.48703 0.16816

Mulliken population analysis, charges in e, atoms 1 to 2:
1 O -0.337
2 C 0.648